A structure of composition C52H55F5N8O2S2Tl, computed with ωB97M-V/def2-TZVPD.

Geometry (Å):
Tl -0.3848 -0.0262 -0.4922
C 0.5127 -4.0107 -1.2031
C 0.1890 -3.3360 -2.3646
C -1.0609 -2.6555 -2.0893
C -1.4075 -2.9901 -0.6630
C -0.4845 -3.8453 -0.1668
C -0.4453 -4.5581 1.1649
C -0.1577 -6.0491 0.9355
C -1.7823 -4.4320 1.8906
C 0.6636 -3.9660 2.0402
C -2.1947 -2.1951 -2.9920
C -3.1371 -1.1916 -2.3220
C -2.9884 -3.5035 -3.2583
C -1.8325 -1.5655 -4.3409
C 1.0734 -3.4664 -3.6090
C 2.3735 -4.2066 -3.2537
C 1.4825 -2.1003 -4.1652
C 0.3954 -4.3250 -4.6967
H 1.3956 -4.6230 -1.0697
H -2.3077 -2.6625 -0.1557
H -0.9438 -6.4959 0.3197
H -0.1263 -6.5756 1.8933
H 0.8023 -6.2030 0.4340
H -2.5886 -4.8789 1.3022
H -2.0286 -3.3866 2.0709
H -1.7324 -4.9401 2.8586
H 1.6385 -4.0644 1.5548
H 0.7009 -4.4807 3.0060
H 0.4759 -2.9077 2.2175
H -3.5414 -1.5216 -1.3716
H -3.9826 -0.9942 -2.9882
H -2.6266 -0.2402 -2.1483
H -3.3668 -3.9215 -2.3267
H -2.3504 -4.2513 -3.7396
H -3.8351 -3.2848 -3.9170
H -1.2923 -0.6290 -4.2058
H -2.7639 -1.3396 -4.8659
H -1.2513 -2.2171 -4.9870
H 2.9257 -3.6932 -2.4604
H 3.0143 -4.2381 -4.1377
H 2.1793 -5.2381 -2.9448
H 1.9996 -1.5173 -3.3966
H 0.6249 -1.5227 -4.4942
H 2.1576 -2.2223 -5.0195
H -0.0077 -5.2402 -4.2522
H 1.1253 -4.6080 -5.4616
H -0.4203 -3.8099 -5.1972
C -5.9339 2.7784 2.4359
C -4.4581 2.6257 2.1575
C -3.5320 2.3362 3.1576
C -2.1953 2.1323 2.8715
C -1.6726 2.1891 1.5650
N -0.3469 1.8570 1.2555
C 0.6004 2.2255 2.1843
C 0.4463 3.4517 2.8850
C 1.3586 3.9417 3.7898
C 2.5425 3.2572 4.0608
C 3.5588 3.7713 5.0528
C 2.7339 2.0731 3.3808
C 1.7982 1.5387 2.4891
N 2.1302 0.2448 1.9665
C 2.8336 -0.7176 2.6175
C 3.1088 -1.7135 1.7114
C 2.5098 -1.2765 0.5189
N 1.9252 -0.0930 0.6896
C -2.6056 2.5703 0.5876
C -3.9577 2.7480 0.8747
N -2.1980 2.9223 -0.7375
C -2.4834 4.1079 -1.3172
C -2.0912 4.0268 -2.6335
C -1.5601 2.7346 -2.7612
N -1.6249 2.0761 -1.6105
H -6.1152 3.0377 3.4805
H -6.4506 1.8420 2.2327
H -6.3765 3.5454 1.7976
H -3.8754 2.2405 4.1833
H -1.5150 1.8854 3.6749
H -0.4425 4.0304 2.6723
H 1.1599 4.8862 4.2895
H 3.0662 4.3035 5.8688
H 4.2674 4.4640 4.5874
H 4.1346 2.9484 5.4795
H 3.6606 1.5304 3.5363
H 3.0565 -0.6505 3.6695
H 3.6408 -2.6335 1.8937
H 2.4636 -1.7631 -0.4488
H -4.6281 3.0058 0.0604
H -2.9392 4.9075 -0.7559
H -2.1637 4.7913 -3.3901
H -1.1436 2.2643 -3.6395
N -5.9969 -7.3015 1.1670
C -5.8609 -5.9123 1.2177
C -5.6427 -5.2675 2.4359
C -5.5555 -3.8875 2.4932
C -5.6741 -3.1379 1.3290
C -5.9080 -3.7647 0.1146
C -6.0039 -5.1450 0.0600
S -5.4524 -1.3813 1.4025
O -6.1694 -0.8300 0.2805
O -5.8913 -0.9932 2.7275
N -3.8941 -1.1611 1.1586
C -2.9586 -1.0769 2.1235
S -3.2319 -1.2910 3.8880
C -1.5393 -1.0928 4.1775
C -0.9029 -0.8611 3.0197
N -1.6709 -0.8608 1.8742
H -5.5644 -7.8097 1.9177
H -5.8603 -7.7197 0.2649
H -5.5397 -5.8599 3.3398
H -5.4074 -3.3769 3.4370
H -6.0241 -3.1548 -0.7743
H -6.1904 -5.6449 -0.8861
H -1.1273 -1.1299 5.1756
H 0.1597 -0.6621 2.9296
F 0.1676 0.4683 -3.8401
C 1.2023 1.1523 -3.2678
C 1.2469 1.3171 -1.9097
C 2.2789 2.0994 -1.4426
F 2.4044 2.3984 -0.1378
C 3.2362 2.6518 -2.2754
F 4.2224 3.4151 -1.7899
C 3.1701 2.4294 -3.6358
F 4.0894 2.9492 -4.4522
C 2.1308 1.6803 -4.1450
F 2.0372 1.4806 -5.4686

As for the net charge: -1. As for the molar mass: 1187.57 g mol⁻¹. The calculation puts the total energy at -110782.2940 eV. Its energy above the lowest of the compared OMol25 structures with the same formula, charge and spin is 1.933 eV. The value obtained for the HOMO energy (alpha / beta) is -0.16010 / -0.15816 Ha. The spin multiplicity is 1. Its frontier orbital gap (alpha / beta) is 5.332 / 4.766 eV.

Mulliken atomic charge list, values in e, 6 entries: Tl 1.99; C -0.18; C -0.01; C 0.05; C -0.53; C -0.41